[1]
ORCA calculation (ωB97M-V/def2-TZVPD) on C30H58N3PS4SbSe4Tc as an isolated structure.

ORCA input file:
```
! wB97M-V def2-TZVPD RIJCOSX def2/J DEFGRID3
* xyz 2 1
C -0.896 3.301 0.306
C -2.958 3.033 2.902
C -2.490 -7.004 1.605
H -3.186 -3.056 -0.809
H 2.538 3.793 1.825
H -0.411 -5.150 0.961
C -1.728 -6.661 0.326
C -0.510 4.757 0.659
H 1.726 2.884 4.625
S 2.710 5.368 -1.442
N -2.799 -3.988 -0.814
H -3.581 3.411 6.294
C -0.921 -5.989 3.396
H -5.620 -3.695 0.258
C 4.318 6.035 -0.910
H -0.490 1.109 4.415
Sb 0.293 -1.939 -4.482
H 4.526 2.664 3.471
H -3.529 -4.282 -2.711
H -2.495 4.294 5.253
C -2.311 3.285 -0.292
Tc -0.131 -1.118 -0.446
H -2.971 4.050 2.506
H -2.159 0.769 4.041
H 1.304 0.860 3.777
H 3.819 1.799 4.814
H -3.396 2.383 2.141
Se -0.202 0.392 -4.091
C 3.306 3.731 -1.441
H -1.995 3.229 -2.433
H -4.230 1.972 4.307
H -5.256 -2.780 -1.218
C -1.786 -4.142 0.018
H -0.933 3.496 3.523
C -1.883 2.239 5.623
H -2.254 1.469 6.300
H 4.497 6.989 -1.399
Se 0.005 -2.869 -2.258
H -3.287 4.290 -1.923
H 4.308 6.180 0.169
C -5.874 -4.848 -1.575
S -1.305 0.222 1.271
Se -0.981 0.578 -1.877
H -3.049 -7.919 1.398
H -4.481 -5.982 -0.378
N -1.197 -5.282 0.341
H -1.569 -5.109 3.382
H -4.648 3.655 4.086
H 6.201 4.975 -0.671
C -3.805 2.972 4.184
C 2.474 3.208 3.895
C 3.242 1.015 2.876
H -2.289 -7.623 3.629
H -0.315 4.805 -2.054
H -0.872 -7.322 0.192
H -1.637 5.890 -2.422
H -6.034 -4.638 -2.636
H -0.199 2.939 -0.461
C -2.279 3.957 -1.672
C -1.634 -7.226 2.852
H -0.611 -6.149 4.428
H 1.420 -0.043 2.303
H -2.141 6.057 0.044
C -4.586 -5.655 -1.416
H 1.051 4.202 2.634
N 4.625 3.706 -1.240
H -1.006 2.679 6.103
H 5.673 5.146 -2.356
H 1.581 1.975 0.943
H -0.006 -5.749 2.845
Se 1.953 -0.864 -0.054
H 5.105 2.828 -1.367
S 2.337 2.406 -1.701
C -2.959 3.315 5.405
H 3.644 1.189 1.870
C -1.497 2.617 3.180
H -0.815 5.007 1.680
H -4.656 -6.559 -2.026
P -0.593 2.128 1.675
H -6.914 -3.118 -0.788
H 3.683 0.083 3.232
C -1.156 5.753 -0.319
H -3.234 -6.222 1.794
C 1.802 3.418 2.542
H -0.549 6.659 -0.350
C 5.335 4.980 -1.330
H -2.977 3.841 0.366
C -1.297 5.141 -1.707
H -0.905 -8.014 2.647
S -1.226 -2.703 0.890
H 0.575 4.859 0.606
H -2.367 -6.790 -0.536
H -6.708 -5.480 -1.265
H 2.853 4.163 4.261
H -2.724 2.275 -0.362
C -1.467 1.572 4.304
C 1.725 0.890 2.773
C 3.609 2.181 3.814
C -3.322 -4.903 -1.837
C -5.911 -3.544 -0.785
C 1.210 2.095 1.971
H -2.513 -5.572 -2.123
*
```

The largest force on an atom is 0.5 eV/A. As for the LUMO energy: -7.04 eV. The calculation puts the relative energy (zero: lowest compared OMol25 entry of this formula, charge and spin) at 0.000 eV. As for the molar mass: 1155.7 u. The total energy comes out at -13202.750144 hartree.

***

[2]
ORCA calculation (ωB97M-V/def2-TZVPD) on a 8-piece molecular cluster, C30H58O27S overall at a distorted geometry.

ORCA input file:
```
! wB97M-V def2-TZVPD RIJCOSX def2/J DEFGRID3
* xyz 0 1
H 6.388 -6.305 -6.533
H 3.260 14.087 2.379
H -3.060 -12.134 -0.992
C 0.868 6.617 2.430
H 5.248 4.450 -3.965
H -2.615 -4.093 -3.187
H -2.988 -2.519 -2.393
O 4.977 -7.002 -5.170
H 0.734 -0.514 -3.720
C 6.332 -6.859 -5.590
O -8.156 -2.570 3.893
O -9.166 -4.153 5.033
O 5.150 7.079 -1.288
C -3.229 -7.726 1.119
H 2.835 13.919 0.664
H 6.948 7.538 0.650
H -1.107 2.606 2.223
H 0.222 3.918 1.834
O -4.551 -5.131 0.004
C -0.425 10.277 0.796
H -0.151 10.198 -0.261
O 4.316 1.000 -1.052
H -4.254 -8.041 1.342
H 1.675 6.249 3.210
H 1.706 -5.655 -1.200
C -0.060 3.011 2.557
H 0.594 -0.649 -1.957
O 1.782 1.019 -1.641
C 2.278 -4.960 -4.248
C 6.188 6.581 -1.695
C -8.130 -3.893 4.197
O -5.040 -4.213 -2.045
H 0.760 -0.192 0.963
H 7.072 8.823 -0.607
O 0.375 -4.501 -2.309
H 1.080 4.025 4.261
C 0.972 12.113 1.175
C 1.029 1.771 2.293
H -1.343 10.861 0.916
H -7.233 -1.077 2.839
O 0.640 10.852 1.550
H -6.570 -4.636 0.119
H -1.313 -12.436 -1.058
H 8.531 8.039 0.026
H 4.411 4.767 -2.433
O 1.990 12.534 1.968
C 0.785 0.987 0.869
H 1.284 -5.303 -3.949
C 1.040 -1.100 -2.849
O -1.654 6.965 2.305
O 6.293 5.630 -2.657
C -4.254 -4.479 -1.149
H -6.197 -6.210 -0.676
H -6.042 -6.029 1.082
H -2.859 -7.138 1.963
S 3.283 1.617 -2.268
H -2.010 -11.189 -2.111
H -0.149 2.600 4.818
H -10.126 -5.609 6.106
C 7.484 7.877 -0.242
H 3.910 1.832 1.014
H 6.742 -7.859 -5.755
C -0.002 3.546 4.113
H 0.839 0.963 3.148
C -2.475 -3.481 -2.291
C 4.341 -5.828 -4.928
C -9.264 -5.516 5.440
O 3.071 -6.109 -4.539
H -3.203 -7.096 0.224
H 2.171 -4.330 -5.137
O 4.826 -4.713 -5.039
C 0.629 -5.498 -1.321
H 6.927 -6.367 -4.814
H 1.071 7.780 2.291
C -2.082 -11.661 -1.125
H 1.642 2.681 -0.261
O -0.800 6.024 4.469
C -2.725 -9.682 -0.059
C 0.880 -3.278 -2.011
H 2.711 -4.392 -3.419
C -5.919 -5.516 0.124
H -1.405 -3.288 -2.169
C -7.115 -2.150 3.013
H 2.106 2.248 2.358
O -7.316 -4.706 3.788
C 5.045 5.212 -3.207
H 1.643 14.583 1.842
C 3.463 1.156 0.169
H 4.535 6.052 -3.690
H 0.928 6.064 1.391
O 0.447 12.757 0.281
O 0.568 -2.434 -3.027
H 0.181 -6.435 -1.663
O 1.507 -2.986 -1.004
C -1.202 4.606 4.510
H -9.426 -6.166 4.574
O -1.838 -10.708 -0.092
C -0.654 6.523 3.093
H 3.471 0.046 0.589
C 1.899 1.517 -0.235
O -2.932 -4.174 -1.132
O 3.403 3.176 -2.225
H 2.133 -1.082 -2.789
C 2.446 13.855 1.686
H 0.167 -5.223 -0.368
H -7.191 -2.665 2.050
H -0.273 1.337 0.444
H -2.196 4.385 3.912
H -6.133 -2.319 3.468
H -1.467 4.375 5.651
O 7.439 6.882 -1.263
O -3.671 -9.526 -0.815
O -2.377 -8.859 0.963
H -0.606 9.269 1.180
H -8.369 -5.820 5.992
O 3.650 1.307 -3.739
*
```

The largest force on an atom is 8.8 eV/A. As for the LUMO energy: -0.34 eV. As for the molar mass: 882.8 u. The structure (SMILES) is CC(=O)OCCCCC[C@H]1COS(=O)(=O)O1.COC(=O)OC.COC(=O)OC.COC(=O)OC.COC(=O)OC.COC(=O)OC.COC(=O)OC.COC(=O)OC. The total energy comes out at -3607.295722 hartree.

***

[3]
ORCA calculation (ωB97M-V/def2-TZVPD) on C30H60BBrCl4Li2N8O16P2 as an isolated structure at a distorted geometry.

ORCA input file:
```
! wB97M-V def2-TZVPD RIJCOSX def2/J DEFGRID3
* xyz 0 1
C 0.244 -0.065 0.964
C -2.157 0.566 -1.507
O -5.395 6.830 -2.467
H 1.460 -1.998 -4.141
N 3.557 3.094 5.401
C -4.841 8.129 -2.592
C -2.098 -1.234 0.716
C 4.080 3.991 4.930
C 0.226 0.445 -1.835
N 1.990 3.312 -3.362
C 3.921 -1.399 -2.047
C -0.378 1.105 1.775
H 1.205 3.384 -2.699
O 2.739 2.561 0.800
H -0.007 3.588 -4.600
C 0.035 1.103 3.289
Br 4.794 0.034 4.286
H 2.782 2.999 -2.799
H 2.887 2.919 1.695
C 4.748 0.541 1.671
H -6.979 5.776 -0.564
H 1.873 3.027 -6.209
H 4.974 0.744 0.596
O -3.916 -10.504 1.449
H 0.635 -0.841 1.673
C 5.508 -0.806 2.049
H 6.102 -0.694 3.021
C 5.079 -0.758 -2.905
H -0.055 2.309 -5.612
H 5.445 5.599 5.033
O -3.889 3.200 -0.602
O 4.064 -2.553 6.696
H 3.132 -1.740 -2.760
H -4.795 5.123 -1.542
C 5.010 -4.103 -5.785
H -2.082 1.054 -2.518
H -0.508 1.819 3.966
H -0.074 2.119 1.399
O -1.890 -1.350 3.568
C -3.339 -9.994 2.393
O -3.035 -3.373 2.279
H -0.228 -8.860 7.004
H 3.796 -2.832 5.812
O 3.423 -0.434 -1.123
H -5.706 5.634 0.657
H -5.389 8.657 -3.372
H -2.213 -6.920 3.506
N 0.159 2.579 -4.649
H -5.762 1.580 -0.603
C -2.893 -10.807 3.549
C -4.870 1.115 -0.124
H -3.108 -11.867 3.503
C 1.510 0.359 0.112
H -3.735 -2.901 2.766
Li -1.961 1.867 -4.792
H 3.525 -3.092 7.287
Cl 5.511 -3.944 -7.469
C 1.562 2.259 -4.317
Cl 3.993 -2.733 -5.307
H -3.035 -0.122 -1.599
O -2.351 1.631 -0.569
H 0.208 -3.027 -4.292
H -2.063 0.130 -5.197
O -1.128 -0.065 -5.450
H 6.216 -1.022 1.198
H -7.382 9.212 -0.114
P -1.771 -2.279 2.210
C -0.748 -0.826 0.012
N 0.537 0.193 -3.128
B 2.588 1.171 1.018
H 2.626 1.581 -5.977
H 5.132 0.350 -2.764
H 5.317 4.831 3.438
H -4.032 6.586 -0.911
C -7.419 8.141 -0.312
H 2.056 0.132 -4.586
H -4.921 8.698 -1.663
H 2.665 -1.423 0.518
H -1.493 1.130 1.780
H -2.817 -1.272 3.855
H 1.658 -1.653 -0.941
O -6.261 7.547 0.254
C -2.264 -10.253 4.583
O 3.331 0.505 1.971
C -3.057 -8.543 2.430
H 1.676 1.819 -1.412
H 4.953 -0.957 -3.995
N 0.977 1.227 -0.973
H -2.734 -0.365 0.991
C -3.673 2.038 -0.463
H 4.803 -1.666 2.130
C -2.428 -7.984 3.464
C -6.044 6.218 -0.203
C 2.284 -0.903 -0.401
N 2.379 2.463 -5.532
H -4.799 0.091 -0.564
H -0.255 -1.816 -0.172
P -0.504 -0.887 -4.097
H -1.931 -10.831 5.437
H 4.425 -5.011 -5.687
O -1.409 -8.299 5.562
C 1.751 0.774 -3.727
O 0.871 0.396 3.755
H -8.316 7.726 0.158
H -7.469 7.988 -1.392
H -3.789 8.059 -2.888
Cl -1.001 -4.703 3.514
H 4.019 5.895 4.019
Cl 6.414 -4.230 -4.725
O -0.477 -3.013 2.077
C -1.982 -8.798 4.621
H 5.188 1.341 2.310
H -2.665 -1.874 -0.005
H 2.618 0.843 -3.037
N -0.935 -0.205 -1.330
Li 4.329 0.484 6.451
N 0.578 -2.140 -4.650
C -4.974 6.165 -1.278
H 6.069 -1.170 -2.609
O 0.289 -9.290 7.695
H -5.045 0.983 0.964
H 4.354 -2.242 -1.456
H -3.389 -7.965 1.576
C 4.757 5.152 4.317
*
```

The largest force on an atom is 5.5 eV/A. As for the LUMO energy: -3.29 eV. As for the molar mass: 1097.2 u. The total energy comes out at -7958.071237 hartree.